C19H53AsF9N2O17S5 | wB97M-V/def2-TZVPD

Calculated total energy ... -197815.224 eV
Total charge ... +1
E_LUMO ... -4.4 eV
Molecular weight ... 987.87 g mol⁻¹
2S+1 ... 1

XYZ file:
```
106
Properties=species:S:1:pos:R:3:forces:R:3:mulliken_charge:R:1
N 3.358003 0.169255 -2.232481 1.0512 -1.0535 -0.2162 0.113
H 3.245849 1.134795 -2.506803 -0.4812 1.2022 -0.1645 0.370
H 2.470449 -0.248134 -1.991340 -0.7876 0.0522 0.3336 -0.290
H 4.017994 0.082294 -1.472919 -0.0743 0.4340 0.7057 0.384
H 3.778930 -0.369974 -2.975555 -0.0108 0.0226 -0.7485 0.478
N 3.641100 -3.149298 -1.050860 0.9675 1.2550 -0.4792 0.008
H 4.117902 -2.517978 -0.423007 0.0599 0.2094 0.4212 0.337
H 3.518979 -4.022839 -0.558820 -0.3996 -1.6240 0.7447 0.389
H 4.224575 -3.251472 -1.868919 -0.0304 -0.3797 -0.4206 0.457
H 2.726492 -2.785678 -1.277501 -0.8731 0.0906 -0.2964 -0.130
As 0.540863 -0.188918 -0.027559 -2.8342 -0.2953 1.7045 2.195
F 0.571386 -1.089493 1.579237 0.2910 1.5300 -2.2782 -0.553
F 2.107452 0.605038 0.333746 -1.0467 -1.1335 -0.4074 -0.488
F 0.589921 0.617528 -1.617713 0.2143 -0.8144 0.7005 -0.336
F -1.028513 -1.005192 -0.410750 1.8790 1.0168 0.2401 -0.557
F -0.383435 1.187365 0.603025 1.3046 -1.4237 -0.3092 -0.462
F 1.296779 -1.629572 -0.807788 0.5366 1.1345 0.3584 -0.369
O -3.324098 -0.432643 5.923696 -0.1988 1.4930 -3.4658 -0.623
S -3.329926 0.094993 4.535233 0.6726 -0.1787 0.6075 1.078
O -4.545589 0.156824 3.704422 2.2129 -0.0931 1.6258 -0.552
O -2.629887 1.608891 4.605110 -0.6818 -2.4011 1.1339 -0.489
C -2.330906 2.213135 3.373694 0.0673 0.8017 -1.0742 1.467
C -1.840627 3.595176 3.714522 -0.8107 0.8280 0.0891 -1.472
C -1.964625 -0.754146 3.551926 -1.3753 0.1298 0.9967 -1.028
H -3.247120 2.189217 2.783707 0.2224 0.3911 -0.1934 -0.184
H -1.536575 1.775927 2.768726 0.0609 -0.9385 0.3562 -0.278
H -1.120794 3.586021 4.532974 -0.0175 -0.1844 -0.0382 0.396
H -2.710710 4.176132 4.020373 0.1757 0.2334 0.2260 0.307
H -1.395924 4.122288 2.870427 0.0104 -0.2174 -0.1671 0.281
H -0.987739 -0.396751 3.877575 -0.2573 0.2098 -0.0402 0.332
H -2.177289 -0.591024 2.495382 0.1474 -0.0590 0.1574 0.269
H -2.066638 -1.798507 3.846914 -0.0591 -0.0148 -0.2412 0.524
O 1.371030 -6.666760 1.802398 1.1657 2.5147 -1.9996 -0.605
S 1.707659 -5.421421 1.082729 -1.8062 -0.3296 2.0760 1.078
O 3.033898 -5.227258 0.449474 -2.0288 -0.3372 0.6203 -0.821
O 0.547280 -5.099908 -0.027788 3.6120 0.3549 0.2158 -0.100
C -0.733391 -5.669805 0.130257 -0.9111 0.2483 1.0564 -0.157
C -1.627294 -5.079404 -0.899043 -0.0324 -0.9582 -1.7653 -1.096
C 1.378930 -4.020687 2.333243 1.0000 -0.7006 -1.3088 -0.620
H -1.070025 -5.330264 1.109787 -0.2103 -0.7969 0.3181 0.368
H -0.659857 -6.745625 -0.028815 -0.1787 0.0343 0.6197 0.258
H -1.344963 -5.584989 -1.822505 0.1050 0.3365 -0.3769 0.228
H -1.541202 -4.010304 -1.093284 -0.1952 -0.0401 0.5296 0.172
H -2.642404 -5.455878 -0.772899 -0.1468 0.5141 0.4491 0.463
H 0.307264 -4.000950 2.531323 0.2401 -0.3112 0.2144 0.266
H 1.681539 -3.042050 1.960670 -0.1376 -0.2027 -0.5403 -0.059
H 2.045626 -4.212743 3.173908 -0.4776 -0.4492 0.1697 0.514
O 6.293161 0.356488 3.783182 -1.6153 0.2366 0.0500 -0.592
S 4.873925 0.584147 3.916233 -1.0658 1.7710 0.0298 1.181
O 4.181260 0.659942 5.205046 1.3082 -0.3501 -2.0977 -0.589
O 4.556451 2.073798 3.101607 1.2744 -2.0153 0.9195 -0.347
C 3.302391 2.685350 3.382837 -1.3231 -0.9918 0.5323 0.217
C 3.074214 3.864594 2.528753 0.9397 1.4679 -0.5680 -1.261
C 3.890359 -0.578487 2.849280 0.7897 1.3618 1.4926 -0.587
H 3.175930 2.969727 4.427470 0.3625 -0.2914 0.1065 0.317
H 2.533164 1.957490 3.124742 -0.3216 -0.1866 0.3132 0.026
H 3.062420 3.618437 1.466975 -0.1313 0.0474 -0.0055 0.146
H 3.880823 4.575490 2.707933 0.2876 0.0353 -0.2583 0.411
H 2.202469 4.453391 2.814224 -0.3533 -0.5190 -0.0238 0.410
H 4.311668 -0.596117 1.844151 -0.0752 -0.0605 0.2398 0.231
H 2.910004 -0.108704 2.928733 -0.1046 -0.4301 -0.3988 -0.004
H 3.940606 -1.503207 3.424151 -0.0744 -0.1155 -0.3698 0.432
O 1.566272 4.426645 -4.503012 -0.0244 -2.1873 2.1865 -0.588
S 1.254123 3.485878 -3.414477 -3.2295 3.3875 -1.9964 1.076
O 2.306522 2.790254 -2.723096 0.0730 -0.3721 0.2027 -0.801
O 0.263630 4.360888 -2.353850 0.9515 -1.4751 -1.3338 -0.238
C 0.813285 4.853343 -1.118166 1.5850 1.0303 -0.1324 0.148
C 1.614498 6.196181 -1.332877 -1.1921 -0.4938 0.3395 -1.249
C -0.096283 2.370201 -4.066931 0.6740 -0.0043 0.4539 -0.723
H 1.444744 4.043350 -0.753091 0.2061 0.2296 0.3455 0.038
H 0.018928 5.021792 -0.391036 -0.2850 -0.2481 -0.4085 0.283
H 2.181860 6.453669 -0.438515 0.6012 -0.5037 -0.2010 0.339
H 0.957523 7.064762 -1.378294 -0.5086 -0.2450 -0.3289 0.345
H 2.160892 6.194216 -2.276037 0.4030 -0.1647 0.3544 0.347
H 0.360079 1.544855 -4.613401 0.3375 0.1058 0.0942 0.333
H -0.737375 2.891531 -4.777787 0.3373 0.4910 0.2716 0.427
H -0.697045 1.959542 -3.255420 0.2823 0.2055 0.1217 0.007
O 1.235761 -3.657726 -2.724750 -0.7369 0.4676 -1.8539 -0.534
S 0.530621 -3.377780 -3.978617 -1.4187 -1.6402 -0.6608 0.901
O 1.113871 -3.632010 -5.280745 0.1438 0.3669 1.5037 -0.684
O -0.888991 -4.250128 -3.939350 3.2857 1.3156 1.9783 -0.145
C -1.551991 -4.477393 -5.141460 -2.5075 0.2099 -0.7124 -0.353
C -2.575174 -5.611650 -4.842881 1.7960 -0.0245 -1.3133 -1.212
C -0.095462 -1.716829 -3.957684 0.1763 -0.2496 0.9558 -0.701
H -0.877389 -4.618070 -5.985994 -0.0191 -0.6320 0.2281 0.409
H -2.136113 -3.588179 -5.378530 -0.0303 0.3595 -0.1157 0.296
H -1.922099 -6.475227 -4.717165 -0.4483 -0.3893 0.3942 0.308
H -3.116779 -5.782015 -5.773330 -0.3240 -0.0065 0.1925 0.418
H -3.238327 -5.463187 -3.990655 0.2397 0.2651 -0.1684 0.296
H -0.902493 -1.588735 -4.679077 0.3488 -0.0520 -0.1364 0.506
H 0.767986 -1.067923 -4.104274 -0.1875 0.0725 -0.3392 0.181
H -0.465547 -1.557504 -2.944901 -0.1428 0.0543 -0.0120 0.147
C -2.409922 3.236922 -0.707550 -0.2090 0.4344 -0.8862 -0.506
C -3.754532 2.515641 -0.513670 0.4214 0.5599 -0.1433 -0.645
O -4.325116 2.969951 0.733489 0.1083 -0.1510 0.9889 -0.239
C -5.523393 2.515895 1.094899 -1.8208 -0.7891 -2.1399 0.316
O -6.227509 1.756995 0.440933 1.5952 1.2698 1.2886 -0.544
C -6.099377 3.165083 2.390461 -1.8152 -1.0194 -0.0020 0.922
F -6.755752 2.212689 3.065000 0.6679 -0.3652 0.1355 -0.262
F -5.168075 3.683975 3.138385 0.8152 0.6035 0.6480 -0.200
F -7.073345 4.079490 2.181979 0.9707 0.2922 -0.7987 -0.278
H -1.967344 2.994466 -1.673692 -0.0825 -0.7910 -0.0536 0.148
H -1.637539 3.044037 0.036982 -0.4217 -0.1290 0.1708 0.013
H -2.479277 4.309238 -0.890382 -0.5229 0.2325 0.7164 0.518
H -3.580295 1.439992 -0.540321 -0.2787 -0.0715 0.4229 0.273
H -4.517263 2.755322 -1.254554 0.3548 -0.0090 -0.3581 0.445
```
Forces are in eV/Å.